No. 1
# C5H4F6NO

A 2-piece molecular cluster, C5H4F6NO overall in a non-equilibrium geometry (ωB97M-V with the def2-TZVPD basis set, the Open Molecules 2025 dataset).

Calculated values
total charge	+1
energy above the lowest of the compared OMol25 structures with the same formula, charge and spin	68.1	kcal per mole
LUMO (spin up / spin down)	-0.3002 / -0.3002	Eh
frontier orbital gap (spin up / spin down)	6.49 / 6.49	eV

XYZ file:
```
17
Properties=species:S:1:pos:R:3:mulliken_charge:R:1
C -0.2675 0.3362 -0.6789 -0.32
C 1.8896 0.8669 0.4358 -0.63
C -3.6918 -0.2979 -0.4834 0.12
C -3.1582 -1.5024 0.2610 0.76
C -3.9326 1.0136 0.2580 1.02
N 0.7252 0.5746 -0.2559 0.15
O -3.8724 -0.3739 -1.7286 -0.24
F -1.8566 -1.7310 -0.0758 -0.16
F -3.7543 -2.6249 -0.1554 -0.21
F -3.2041 -1.4724 1.5575 -0.20
F -4.5635 1.8214 -0.5730 -0.27
F -4.6344 0.8681 1.3421 -0.18
F -2.7631 1.5490 0.6009 -0.17
H 1.4905 0.8628 1.5099 0.27
H 2.7071 0.1441 0.2882 0.28
H 2.4629 1.7167 0.1295 0.29
H -4.5203 0.2631 -2.1364 0.46
```



No. 2
# C5H4F6O2S

One molecule with the formula C5H4F6O2S in a non-equilibrium geometry (ωB97M-V with the def2-TZVPD basis set, the Open Molecules 2025 dataset).

Calculated values
total charge	0
energy above the lowest of the compared OMol25 structures with the same formula, charge and spin	90.3	kcal per mole
LUMO (spin up / spin down)	-0.0458 / -0.0757	Eh
frontier orbital gap (spin up / spin down)	9.70 / 7.93	eV

XYZ file:
```
18
Properties=species:S:1:pos:R:3:mulliken_charge:R:1
C 1.2753 -1.1891 -0.1016 -1.02
C -0.9162 -0.0653 -0.5645 -0.85
C 0.9460 1.5380 0.8527 -0.33
C -0.2078 -1.1021 0.2670 1.14
C -2.3382 0.3066 -0.2251 0.75
O 1.8863 0.8853 -1.5864 -0.56
O 3.2414 0.4204 0.3284 -0.66
F 0.7239 2.8117 0.4343 -0.21
F -0.8683 -2.2243 0.0726 -0.31
F -0.3664 -0.8365 1.6311 -0.28
F -3.3027 -0.3237 -0.9621 -0.27
F -2.6480 0.1096 1.0507 -0.25
F -2.6428 1.6050 -0.5536 -0.27
S 1.9320 0.4638 -0.2690 1.18
H 1.8658 -1.8802 0.5212 0.37
H 1.4354 -1.6136 -1.0159 0.49
H -0.6463 -0.0283 -1.6293 0.42
H 0.6306 1.1225 1.7493 0.66
```



No. 3
# C5H4FIO

One molecule with the formula C5H4FIO in a non-equilibrium geometry (ωB97M-V with the def2-TZVPD basis set, the Open Molecules 2025 dataset).

Calculated values
total charge	0
LUMO (spin up / spin down)	-0.0657 / -0.0664	Eh
frontier orbital gap (spin up / spin down)	5.91 / 5.88	eV

XYZ file:
```
12
Properties=species:S:1:pos:R:3:mulliken_charge:R:1
C -0.0443 -0.1999 0.9953 0.19
C 0.0183 0.4217 -0.2590 0.61
C -0.5811 0.3333 -1.4476 -0.28
C -0.7341 -2.1239 0.2064 -0.31
C 1.0075 1.6153 -0.3677 -1.70
O -0.6088 -1.3092 1.2062 -0.11
F -1.2158 -3.2625 0.7197 -0.14
I -1.9896 -1.3144 -1.6592 0.12
H 0.4970 0.1763 1.8604 0.38
H 0.7696 2.4043 0.2639 0.42
H 1.9458 1.1855 -0.2142 0.37
H 0.9355 2.0736 -1.3042 0.45
```



No. 4
# C5H4FNS

One molecule with the formula C5H4FNS in a non-equilibrium geometry (ωB97M-V with the def2-TZVPD basis set, the Open Molecules 2025 dataset).

Calculated values
total charge	0
energy above the lowest of the compared OMol25 structures with the same formula, charge and spin	106.6	kcal per mole
LUMO	-0.0549	Eh
structure (SMILES)	C/C(C#N)=C(\F)C=S
frontier orbital gap	7.96	eV

XYZ file:
```
12
Properties=species:S:1:pos:R:3:mulliken_charge:R:1
C -2.4752 0.6151 0.0120 -0.98
C -0.9516 0.2091 -0.0829 0.56
C -0.9428 -1.3237 -0.0368 0.02
N -1.6640 -2.3983 0.0613 -0.46
C 0.1107 1.0075 -0.0063 0.36
F 0.0510 2.3745 -0.1129 -0.27
C 1.5996 0.5864 0.2311 -0.18
S 2.0993 -0.9181 -0.0804 -0.21
H -2.7501 -0.0573 1.0496 0.28
H -3.0928 0.1440 -0.7279 0.35
H -2.7023 1.7933 0.0828 0.26
H 2.1005 1.6610 0.7657 0.25
```



No. 5
# C5H4HgLiO6

C5H4HgLiO6 as an isolated structure in a non-equilibrium geometry (ωB97M-V with the def2-TZVPD basis set, the Open Molecules 2025 dataset).

Calculated values
total charge	+1
energy above the lowest of the compared OMol25 structures with the same formula, charge and spin	0.0	kcal per mole
LUMO (spin up / spin down)	-0.1310 / -0.1655	Eh
frontier orbital gap (spin up / spin down)	7.59 / 8.41	eV
2S+1	3
expectation value of S²	2.005

XYZ file:
```
17
Properties=species:S:1:pos:R:3:mulliken_charge:R:1
O 2.9196 1.7937 2.9479 -0.24
C 1.9780 1.5735 2.3245 0.69
O 1.0811 1.4031 1.6010 -0.52
O -1.4089 -0.1849 -0.7449 -0.71
Li -0.0791 0.8540 0.1027 1.07
O -2.6004 -5.8951 -0.8493 -0.70
C -3.2288 -4.8321 -1.0489 0.93
O -4.3962 -4.5814 -0.6703 -0.68
O -2.5137 -3.8524 -1.6762 -0.28
C -3.1120 -2.5774 -1.8133 -0.53
C -3.0766 -1.8282 -0.2448 -0.26
C -1.8111 -1.3227 -0.7829 0.28
Hg -4.4377 -6.6378 0.1581 0.57
H -4.1760 -2.6364 -2.0763 0.35
H -2.7457 -2.1919 -2.7740 0.41
H -2.9379 -2.5508 0.5666 0.29
H -3.7907 -1.0016 -0.1242 0.31
```



No. 6
# C5H4INS

A 2-piece molecular cluster, C5H4INS overall in a non-equilibrium geometry (ωB97M-V with the def2-TZVPD basis set, the Open Molecules 2025 dataset).

Calculated values
total charge	0
energy above the lowest of the compared OMol25 structures with the same formula, charge and spin	109.1	kcal per mole
LUMO	-0.0535	Eh
frontier orbital gap	8.16	eV

XYZ file:
```
12
Properties=species:S:1:pos:R:3:mulliken_charge:R:1
C -1.3208 0.3063 -0.2712 0.01
C -0.8433 0.0796 -1.3690 -0.40
C 1.1758 -1.6406 0.1187 0.29
C -1.6048 0.7179 1.1033 -0.89
C 2.8354 0.1901 -1.4871 -0.14
N 0.4887 -1.7572 1.0375 -0.39
S 2.0593 -1.3045 -1.4072 0.09
I 2.8400 1.5203 0.1800 0.12
H -1.7502 1.7766 1.2936 0.31
H -2.5701 0.1883 1.3338 0.25
H -0.7043 0.4107 1.6770 0.26
H -0.6058 -0.4874 -2.2093 0.50
```



No. 7
# C5H4N

An isolated ion of composition C5H4N and charge +1 in a non-equilibrium geometry (ωB97M-V with the def2-TZVPD basis set, the Open Molecules 2025 dataset).

Calculated values
total charge	+1
energy above the lowest of the compared OMol25 structures with the same formula, charge and spin	135.8	kcal per mole
LUMO	-0.2668	Eh
frontier orbital gap	8.94	eV

XYZ file:
```
10
Properties=species:S:1:pos:R:3:mulliken_charge:R:1
C 3.0673 0.1895 -0.3460 -0.12
C 0.9542 0.6507 0.5696 -0.19
C 0.6952 -0.9957 0.1487 -0.20
C 1.9347 -0.3025 -0.0137 0.51
C -1.4468 0.5311 -0.1813 -0.75
N -0.1167 0.0646 0.0415 0.33
H 0.4571 -1.8352 0.6845 0.32
H -1.9012 0.1811 -1.0817 0.39
H -2.0520 0.0003 0.5145 0.35
H -1.5918 1.5162 -0.3360 0.37
```



No. 8
# C5H4N2

One molecule with the formula C5H4N2 in a non-equilibrium geometry (ωB97M-V with the def2-TZVPD basis set, the Open Molecules 2025 dataset).

Calculated values
total charge	0
energy above the lowest of the compared OMol25 structures with the same formula, charge and spin	157.5	kcal per mole
LUMO (spin up / spin down)	-0.0220 / -0.0058	Eh
frontier orbital gap (spin up / spin down)	7.38 / 8.10	eV

XYZ file:
```
11
Properties=species:S:1:pos:R:3:mulliken_charge:R:1
C 2.2652 -0.0593 -0.3441 -0.49
C 1.1831 -0.1953 0.2598 0.56
C 0.1844 -0.8035 1.1027 -0.86
C -1.0296 -1.0393 0.5442 -0.06
N -1.5269 -0.1845 -0.4099 0.09
N -0.9231 0.9992 -0.5372 -0.60
C 0.2352 1.0509 0.0263 -0.17
H 3.0744 0.2557 -0.9658 0.39
H -1.6945 -1.8369 0.8611 0.38
H -2.4997 -0.1916 -0.6792 0.27
H 0.7315 2.0047 0.1423 0.47
```



No. 9
# C5H4N2

One molecule with the formula C5H4N2 in a non-equilibrium geometry (ωB97M-V with the def2-TZVPD basis set, the Open Molecules 2025 dataset).

Calculated values
total charge	0
energy above the lowest of the compared OMol25 structures with the same formula, charge and spin	95.5	kcal per mole
LUMO (spin up / spin down)	-0.0297 / -0.0211	Eh
frontier orbital gap (spin up / spin down)	6.97 / 7.58	eV

XYZ file:
```
11
Properties=species:S:1:pos:R:3:mulliken_charge:R:1
C 1.4815 1.0824 2.2084 0.27
C 1.1211 0.3574 1.3147 -0.34
C 0.7330 -0.3488 0.1594 -0.62
N -0.4569 -0.9214 0.0063 -0.13
C -1.0792 -0.7902 -1.1978 -0.59
C -1.0933 0.4943 -1.7798 0.40
N -1.1847 1.5838 -2.1838 -0.44
H 1.7570 1.7616 2.9840 0.40
H 1.3466 -0.3140 -0.7303 0.39
H -0.9531 -1.3053 0.8114 0.26
H -1.6720 -1.5997 -1.5924 0.39
```



No. 10
# C5H4N2

One molecule with the formula C5H4N2 in a non-equilibrium geometry (ωB97M-V with the def2-TZVPD basis set, the Open Molecules 2025 dataset).

Calculated values
total charge	0
energy above the lowest of the compared OMol25 structures with the same formula, charge and spin	45.7	kcal per mole
LUMO	0.0212	Eh
structure (SMILES)	C#C/C(C#N)=C\N
frontier orbital gap	9.08	eV

XYZ file:
```
11
Properties=species:S:1:pos:R:3:mulliken_charge:R:1
C 1.0978 -2.1398 0.4488 0.13
C 0.5185 -1.1209 0.1266 -0.50
C -0.2128 0.0755 -0.1443 -0.08
C -1.1546 0.1360 -1.1993 0.09
N -1.8524 0.1238 -2.1349 -0.47
C 0.1092 1.1895 0.6015 -0.05
N 1.0144 1.2585 1.5651 -0.37
H 1.5698 -3.0581 0.6823 0.42
H -0.4635 2.0670 0.3610 0.41
H 1.1004 2.0604 2.1334 0.21
H 1.5098 0.4131 1.8118 0.20
```



Number 1: molar mass 208.08 g mol⁻¹. Number 2: molar mass 242.14 g mol⁻¹. Number 3: molar mass 225.99 g mol⁻¹. Number 4: molar mass 129.16 g mol⁻¹. Number 5: molar mass 367.61 g mol⁻¹. Number 6: molar mass 237.07 g mol⁻¹. Number 7: molar mass 78.09 g mol⁻¹. Number 8: molar mass 92.10 g mol⁻¹. Number 9: molar mass 92.10 g mol⁻¹. Number 10: molar mass 92.10 g mol⁻¹.